No. 1
# C8H10N3O2S2

2 unconnected molecules or ions with the total composition C8H10N3O2S2 at a distorted geometry (wB97M-V/def2-TZVPD, OMol25).

Results
E_LUMO   -6.178 eV
E   -38683.2203 eV
ΔE to the lowest compared entry with this formula, charge and spin   0.0 kcal per mole
Frontier orbital gap   6.355 eV
Net charge   +1

Element x y z (Å)
S (3.252777, -0.838826, 0.962528)
S (0.552741, -0.385435, 2.237903)
O (-0.255178, 0.572746, 2.831866)
O (0.793018, -1.725335, 2.618643)
N (-2.940410, -1.479993, -1.117517)
N (2.081457, 1.479729, 1.009576)
N (-1.360637, -0.746262, 0.202633)
C (3.512333, 3.012790, -0.035089)
C (2.006188, 0.231901, 1.456665)
C (-3.952206, -2.367725, -1.659129)
C (4.045561, 0.505980, 0.344808)
C (3.266261, 1.659125, 0.428054)
C (-3.039387, -0.089406, -0.997710)
C (-1.869481, -1.825882, -0.324478)
C (-2.041737, 0.350883, -0.239956)
H (4.967045, 0.575560, -0.178388)
H (-3.511225, -3.373349, -1.260002)
H (-3.966554, -2.318323, -2.765389)
H (-3.584667, 0.354952, -1.836065)
H (-1.811493, -2.872029, -0.082198)
H (-1.935870, 1.433740, 0.025306)
H (4.220220, 2.788720, -0.911469)
H (-4.990086, -2.102801, -1.154190)
H (2.485135, 3.610890, -0.256167)
H (4.076193, 3.548351, 0.699765)

Cartesian forces, eV/Å:
0.2987 0.2434 0.3169
1.8590 -0.8456 -1.3941
-1.0285 0.8994 0.4397
-0.5854 0.0389 -0.1408
1.0573 1.7543 1.3271
-0.8032 -1.8040 1.4925
2.4529 0.2214 1.9813
-0.0567 0.7939 -2.6022
-1.3545 0.4131 -0.6308
-0.2195 -1.2213 1.6614
-0.7402 1.0119 -0.4189
-1.2958 -0.5284 0.8057
-1.3965 -1.4809 -3.4993
-2.5772 0.2793 -0.8615
0.1143 1.3939 0.8191
0.8169 -0.7786 -0.0999
-1.6586 1.2785 -1.2197
-0.1902 -0.1707 0.7340
-0.2884 0.4543 1.0341
0.9671 -0.0348 0.2708
0.6066 -1.4738 -0.0732
-1.1792 1.4619 0.6867
2.1545 -0.8218 -1.2618
2.7314 -1.6296 0.2137
0.3151 0.5454 0.4191

Atomic partial charges in e from the natural (NBO) method, atoms 1 to 8: atom 1 (S): 0.664, atom 2 (S): 2.248, atom 3 (O): -0.722, atom 4 (O): -0.756, atom 5 (N): -0.330, atom 6 (N): -0.329, atom 7 (N): -0.519, atom 8 (C): -0.646

No. 2
# C28H24ClN4NdO3S

A molecular structure, C28H24ClN4NdO3S at a distorted geometry (wB97M-V/def2-TZVPD, OMol25).

Results
E_LUMO (alpha / beta)   -0.607 / -0.574 eV
E   -80164.2539 eV
Expectation value of S²   3.753
Frontier orbital gap (alpha / beta)   8.190 / 8.226 eV
2S+1   4
Net charge   0

Element x y z (Å)
Nd (-1.758003, 0.024533, 0.069110)
Cl (0.409917, -5.270486, 4.763936)
S (-0.628127, 3.534537, -2.520477)
O (-1.098198, 1.901529, 0.839304)
O (-0.722605, -0.048902, 2.360794)
O (-2.222669, 3.126877, 2.354109)
N (-4.750752, -2.281858, 5.107103)
N (-2.626940, -1.854252, 1.042701)
N (-3.860271, -2.841549, 2.880780)
N (-0.717384, 1.034778, -1.927827)
C (0.067645, -3.714343, 4.092878)
C (5.204627, 0.132590, -3.024963)
C (-1.653330, 2.129670, 1.982303)
C (-4.907287, 0.762547, -1.525971)
C (-1.058947, -1.603970, 4.217207)
C (-0.781030, -2.851934, 4.758770)
C (-4.328074, -2.513675, 4.054773)
C (-3.246081, -2.273416, 1.965422)
C (-3.518667, 0.881503, -1.413526)
C (0.880489, 2.686839, -2.363029)
C (-0.487248, -1.242797, 3.011481)
C (1.667929, 0.432404, -1.937193)
C (-3.718595, 2.865556, -2.877403)
C (4.152522, -0.109735, -1.933651)
C (0.986810, -1.666271, 1.026041)
C (-1.490863, 2.071249, -2.158608)
C (2.978194, 0.852539, -2.093287)
C (-5.678856, 1.628042, -2.292371)
C (4.777298, 0.129282, -0.549771)
C (3.711003, -1.575448, -2.029705)
C (2.189032, 3.125583, -2.512789)
C (3.213038, 2.211420, -2.364012)
C (0.651399, -3.343522, 2.888306)
C (0.622395, 1.349543, -2.051178)
C (-1.581877, 0.918077, 2.965791)
C (0.382306, -2.104632, 2.337527)
C (-5.086711, 2.691427, -2.958225)
C (-2.949502, 1.961825, -2.142473)
H (4.229645, 2.567194, -2.463617)
H (2.407021, 4.160130, -2.743532)
H (3.086660, -1.868443, -1.184196)
H (-1.199369, 1.253598, 3.927651)
H (-3.240566, 3.685134, -3.403617)
H (-6.749290, 1.476581, -2.362456)
H (1.333505, -0.633724, 1.089729)
H (-2.593988, 0.516859, 3.100779)
H (5.671472, 1.113515, -2.939121)
H (4.754177, 0.051293, -4.015884)
H (0.256593, -1.757966, 0.204925)
H (4.592975, -2.216583, -2.025252)
H (-5.415043, -0.036472, -0.994562)
H (1.832161, -2.302866, 0.772520)
H (-5.683458, 3.376019, -3.546920)
H (5.637084, -0.528438, -0.404409)
H (1.412759, -0.603544, -1.756608)
H (-1.242211, -3.146577, 5.691071)
H (5.108021, 1.163568, -0.442846)
H (3.161398, -1.760760, -2.954439)
H (4.047729, -0.073130, 0.237163)
H (5.993150, -0.617236, -2.946757)
H (-1.737510, -0.943911, 4.741160)
H (1.314477, -4.029782, 2.377364)

Cartesian forces, eV/Å:
0.0558 -1.0005 -1.5285
0.0395 -0.1263 0.0319
-0.0360 -0.1332 0.0600
0.1457 1.1146 0.0824
-0.1028 -0.0894 0.5199
0.0874 -0.0951 -0.0974
0.0791 -0.0232 -0.0877
-0.6865 -0.6195 0.4094
-0.2328 -0.6106 -0.2630
-0.0288 0.0457 -0.2370
-0.0811 0.1818 -0.0030
-0.0748 -0.0034 0.0140
-0.0713 0.2932 1.3262
0.0613 -0.0359 0.1447
-0.0501 0.2454 -0.0731
0.0370 -0.0919 0.0355
0.0525 0.3712 0.2320
0.2821 0.0987 -0.0522
0.0874 0.4980 -0.2972
-0.2035 -0.2178 0.0476
0.2461 -0.3340 0.1531
-0.0793 0.0816 0.0279
0.1951 0.0108 0.0136
0.0466 -0.0559 0.0426
-0.0884 -0.1222 0.2898
0.3156 0.0070 -0.3298
-0.0847 -0.1076 0.0316
-0.0251 -0.0366 0.0271
-0.0119 -0.0186 -0.0843
0.0199 0.1420 -0.0098
0.0551 0.1020 -0.0284
-0.0154 0.0833 0.0344
-0.0027 0.0167 0.0057
0.2679 0.1729 -0.0913
-0.0193 0.4850 -0.2672
-0.0164 0.1878 -0.1045
-0.0293 0.0696 -0.0468
-0.4442 -0.1758 0.1567
-0.0110 -0.0151 -0.0242
0.0062 -0.0098 0.0091
-0.0171 -0.0056 -0.0226
0.0210 -0.0101 0.0182
-0.0514 -0.0053 -0.0441
0.0011 0.0154 -0.0069
0.0106 0.0201 -0.1202
0.0422 -0.0597 0.1018
0.0042 -0.0138 -0.0121
0.0302 0.0081 -0.0131
0.1780 -0.1185 0.0311
-0.0134 -0.0242 0.0272
-0.0212 -0.0001 -0.0043
-0.0304 0.0035 -0.1103
-0.0164 -0.0115 0.0218
0.0009 0.0180 0.0206
0.0953 -0.0317 0.0030
0.0073 -0.0143 -0.0088
0.0287 -0.0134 0.0060
0.0012 -0.0395 0.0055
0.0196 -0.0010 0.0197
0.0233 0.0211 0.0091
-0.0039 -0.0197 -0.0114
0.0053 -0.0031 0.0199

Atomic partial charges in e from the Löwdin method, atoms 1 to 8: atom 1 (Nd): 1.870, atom 2 (Cl): 0.682, atom 3 (S): 1.158, atom 4 (O): -0.200, atom 5 (O): -0.208, atom 6 (O): 0.106, atom 7 (N): 0.109, atom 8 (N): -0.061